No. 1
ORCA calculation (ωB97M-V/def2-TZVPD) on C16H18Br2N2O2PtSSe as an isolated structure.

```
! wB97M-V def2-TZVPD RIJCOSX def2/J DEFGRID3
* xyz 0 3
C 1.870 2.054 0.078
H 2.385 1.840 1.010
C 0.358 1.536 -3.604
C -2.331 -2.060 0.488
C 2.508 -1.663 -0.091
Br -3.635 2.021 2.404
O 0.383 -0.034 0.883
S 0.855 0.580 -0.354
C -3.119 0.379 1.625
C 0.952 3.259 0.202
Se -0.822 2.955 -3.678
H 2.992 0.054 -1.341
H 1.590 -2.103 0.304
C 2.141 -0.560 -1.061
C -2.955 -2.007 1.748
H 1.545 4.177 0.165
H 0.792 3.299 2.354
C -1.218 -3.155 -1.339
C -1.828 -3.229 -0.113
Br -3.280 -3.613 2.710
H 3.696 -1.990 1.672
H 2.579 2.173 -0.738
H -0.571 4.045 1.510
C -3.342 -0.810 2.302
H -1.915 -4.171 0.409
H 1.687 -0.952 -1.971
H -0.419 2.293 1.562
H -3.811 -0.783 3.273
C -2.539 0.431 0.348
H 4.243 -0.631 0.685
C -1.113 -1.911 -1.971
N 1.247 0.798 -3.782
H 2.789 -0.483 1.693
H -0.647 -1.821 -2.944
N -1.561 -0.805 -1.424
H 0.267 3.274 -0.663
Pt -0.996 1.327 -1.943
O -2.363 1.527 -0.282
H 3.050 -2.437 -0.640
H -0.815 -4.032 -1.820
C 0.138 3.223 1.488
C 3.365 -1.154 1.061
C -2.152 -0.839 -0.216
*
```

Results
Molar mass (g mol⁻¹): 736.2
Relative energy (zero: lowest compared OMol25 entry of this formula, charge and spin) (eV): 0.4618
<S²>: 2.03
DFT total energy (eV): -243470.680
Lowest unoccupied orbital energy (alpha / beta) (hartree): -0.0126 / -0.0723
Orbital gap (alpha / beta) (Ha): 0.265 / 0.204
HOMO energy (alpha / beta) (eV): -7.55 / -7.51

No. 2
ORCA calculation (ωB97M-V/def2-TZVPD) on a 14-piece molecular cluster, H28O14 overall.

```
! wB97M-V def2-TZVPD RIJCOSX def2/J DEFGRID3
* xyz 0 1
O -1.009 1.822 -1.909
H -1.057 -0.859 2.527
H -4.530 -2.102 -0.959
O -0.735 4.492 -0.054
O 1.908 1.904 -2.110
O 2.144 -0.242 3.244
H 0.708 -2.225 0.273
H 2.865 1.803 -2.048
O 0.795 -2.293 -0.685
H 4.252 -0.317 -2.255
H 2.956 -1.943 -1.542
H -2.823 -1.123 -2.139
H -2.879 0.395 -2.203
H 3.641 0.231 -0.976
H -0.838 3.944 0.732
H 1.561 1.173 -1.588
H -6.217 0.949 0.138
H 0.188 -3.002 -0.926
O 4.189 -0.488 -1.309
H 2.160 1.584 2.126
O -4.314 -3.021 -0.765
H -4.717 1.145 0.286
O 2.064 2.537 2.013
O -2.999 -0.345 -1.597
H 1.606 0.230 -0.146
H 1.927 2.649 1.066
H -0.207 3.949 -0.650
O -1.394 -1.701 2.851
H 0.209 -0.231 1.392
H -1.091 1.270 -1.123
O 1.862 -0.692 -0.031
H 2.894 0.217 3.638
H 2.235 -1.150 3.555
H -0.102 1.680 -2.201
H -1.073 0.062 0.629
O -5.551 1.281 0.750
H -5.157 -3.409 -0.502
H 2.423 -0.684 0.752
O 3.287 -2.649 -0.976
O -0.347 -0.570 0.682
H -2.324 -1.695 2.598
H 4.179 -2.813 -1.302
*
```

Results
Molar mass (g mol⁻¹): 252.2
Relative energy (zero: lowest compared OMol25 entry of this formula, charge and spin) (eV): 5.4327
DFT total energy (eV): -29116.219
Lowest unoccupied orbital energy (hartree): -0.0168
Orbital gap (Ha): 0.341
HOMO energy (eV): -9.73

No. 3
ORCA calculation (ωB97M-V/def2-TZVPD) on a 2-piece molecular cluster, C2H4O3 overall.

```
! wB97M-V def2-TZVPD RIJCOSX def2/J DEFGRID3
* xyz 0 1
O 1.033 -1.016 -0.010
H -0.683 -1.319 -0.796
O 2.678 0.664 -0.537
H -0.028 0.073 -1.665
H 1.492 1.212 1.524
C 2.005 -0.161 0.322
H -0.399 0.432 0.116
C -0.139 -0.329 -0.623
O 3.282 -0.300 0.332
*
```

Results
Molar mass (g mol⁻¹): 76.1
Relative energy (zero: lowest compared OMol25 entry of this formula, charge and spin) (eV): 8.1289
DFT total energy (eV): -8273.430
Lowest unoccupied orbital energy (alpha / beta) (hartree): 0.0127 / 0.0128
Orbital gap (alpha / beta) (Ha): 0.368 / 0.368
HOMO energy (alpha / beta) (eV): -9.67 / -9.67

No. 4
ORCA calculation (ωB97M-V/def2-TZVPD) on C6H4O as an isolated structure.

```
! wB97M-V def2-TZVPD RIJCOSX def2/J DEFGRID3
* xyz 0 1
H 1.318 -0.316 2.437
H 1.762 -2.099 0.393
H 0.100 -1.235 -1.617
O 0.023 0.579 1.111
C -1.373 1.190 -0.720
C 0.239 -0.797 -0.638
H -1.218 1.832 -1.792
C 0.915 -0.377 1.436
C -2.278 1.989 -1.094
C 1.103 -1.242 0.406
C -0.396 0.309 -0.157
*
```

Results
Molar mass (g mol⁻¹): 92.1
Relative energy (zero: lowest compared OMol25 entry of this formula, charge and spin) (eV): 2.7531
DFT total energy (eV): -8329.687
Lowest unoccupied orbital energy (hartree): 0.0239
Orbital gap (Ha): 0.366
HOMO energy (eV): -9.32

No. 5
ORCA calculation (ωB97M-V/def2-TZVPD) on one molecule with the formula C5H10N2O2.

```
! wB97M-V def2-TZVPD RIJCOSX def2/J DEFGRID3
* xyz 0 1
C 0.022 -0.800 -2.598
H 1.919 -1.044 -0.032
C -1.056 -0.256 -0.228
H -0.445 -0.016 2.514
H -0.372 -0.449 -3.546
O -1.818 0.797 -0.488
N 1.045 1.366 -0.160
N 1.433 -0.752 0.807
C -0.626 -0.664 -1.489
H 0.692 1.352 2.433
H -0.928 1.481 1.702
H 0.967 -1.341 -2.607
H 1.486 1.070 -1.023
C -0.092 0.811 1.903
H 0.989 -1.551 1.242
C 0.501 0.302 0.595
H 0.317 2.039 -0.377
O -1.543 -1.254 0.643
H -2.494 -1.091 0.711
*
```

Results
Molar mass (g mol⁻¹): 130.1
Relative energy (zero: lowest compared OMol25 entry of this formula, charge and spin) (eV): 5.5796
DFT total energy (eV): -12417.893
Lowest unoccupied orbital energy (alpha / beta) (hartree): -0.0402 / -0.0403
Orbital gap (alpha / beta) (Ha): 0.241 / 0.240
HOMO energy (alpha / beta) (eV): -7.64 / -7.64

No. 6
ORCA calculation (ωB97M-V/def2-TZVPD) on an isolated ion of composition C3H9N4 and charge +1.

```
! wB97M-V def2-TZVPD RIJCOSX def2/J DEFGRID3
* xyz 1 1
H 1.419 -1.176 -1.780
H -0.255 -1.452 -1.789
H -0.302 1.603 1.629
C -0.627 -0.164 0.520
H -2.249 -1.200 1.164
C 0.410 -0.671 -1.653
N 1.068 1.286 -0.293
H -1.516 0.544 2.401
N -1.415 -1.180 0.565
H 0.414 -0.007 -2.471
H -1.470 -1.687 -0.376
N 2.134 1.216 -0.958
H 0.149 0.078 2.455
C -0.629 0.601 1.845
H 2.615 2.108 -0.836
N 0.255 0.101 -0.424
*
```

Results
Molar mass (g mol⁻¹): 101.1
Relative energy (zero: lowest compared OMol25 entry of this formula, charge and spin) (eV): 2.7324
SMILES string: [H]/N=N/N(C)C(C)=[NH2+]
DFT total energy (eV): -9208.889
Lowest unoccupied orbital energy (hartree): -0.1567
Orbital gap (Ha): 0.384
HOMO energy (eV): -14.71